# 1
13
Properties=species:S:1:pos:R:3 method="wB97M-V/def2-TZVPD" homo_lumo_gap_ha=0.1838 fmax_ev_per_a=2.0 e_tot_ev=-11932.926 total_charge=+1
C 1.703 -0.184 -1.106
H -3.208 0.723 -0.761
H 0.203 -1.619 -1.441
C -2.841 0.529 0.253
H -1.885 -0.826 1.583
C -2.223 -0.640 0.561
O 2.023 1.102 -0.858
H 2.561 -0.833 -1.360
Li -4.790 -0.901 0.770
Mg 0.089 1.484 -0.883
H -2.125 -1.438 -0.181
C 0.403 -0.590 -1.126
H -3.070 1.263 1.032



# 2
14
Properties=species:S:1:pos:R:3 method="wB97M-V/def2-TZVPD" homo_lumo_gap_ha="0.1959 / 0.2889" multiplicity=4 fmax_ev_per_a=5.6 e_tot_ev=-11764.221 total_charge=+2 s2=3.773 relative_energy_ev=1.477
Pt -1.830 0.524 0.957
O 2.000 2.171 2.587
H -0.151 1.904 0.333
H 1.501 0.486 -0.060
H -1.015 2.003 1.645
H 0.167 2.026 3.624
Li -2.346 -1.175 -0.369
C 0.656 2.073 2.648
C -0.031 1.592 1.370
C 0.016 -0.832 0.569
H 2.432 2.399 3.420
C 0.986 0.138 0.833
O -0.980 -1.347 0.839
H 1.703 -0.230 1.565



# 3
14
Properties=species:S:1:pos:R:3 method="wB97M-V/def2-TZVPD" homo_lumo_gap_ha="0.4018 / 0.2919" multiplicity=2 fmax_ev_per_a=5.5 e_tot_ev=-10572.611 total_charge=+2 s2=0.753 relative_energy_ev=0.174
H 0.677 -1.758 -1.928
H -0.487 -0.357 3.062
C 0.563 -0.635 -1.727
H 0.186 0.814 -3.271
C -0.097 0.094 0.383
H 1.595 -0.402 -3.590
H -1.313 1.120 2.417
O -0.369 -0.184 -0.969
C -1.279 0.026 2.410
H -2.247 -0.397 2.681
O 0.867 0.728 0.710
Li 2.224 1.487 1.782
O -1.037 -0.430 1.057
C 0.717 -0.106 -3.017



# 4
18
Properties=species:S:1:pos:R:3 method="wB97M-V/def2-TZVPD" homo_lumo_gap_ha="0.1995 / 0.1673" multiplicity=2 fmax_ev_per_a=1.9 e_tot_ev=-24023.367 total_charge=-1 s2=0.751 relative_energy_ev=1.587
O 2.580 -1.787 -1.509
H 2.950 -2.655 -1.712
H -0.649 0.869 2.023
O -0.172 -2.167 -2.117
O -1.018 1.167 0.004
C -1.744 2.267 0.157
O 1.213 -0.718 -0.227
C 1.520 -1.972 -0.671
H -0.576 -1.277 0.692
O -1.655 2.975 1.197
O 1.510 -2.937 0.095
C 0.304 -0.639 0.860
C -0.129 0.790 1.061
O -2.530 2.578 -0.779
Mg -3.108 4.256 0.357
H 0.812 -0.990 1.769
H -0.042 -1.228 -2.269
H 0.735 1.468 1.067



# 5
11
Properties=species:S:1:pos:R:3 method="wB97M-V/def2-TZVPD" homo_lumo_gap_ha="0.3001 / 0.3364" fmax_ev_per_a=3.1 e_tot_ev=-5719.524 total_charge=+1 relative_energy_ev=7.277
C -0.967 -0.044 -0.231
H -1.390 -0.721 -0.908
C -0.474 1.318 -0.133
H -2.225 -0.932 1.137
N 0.381 -0.516 0.291
H 2.520 -0.143 0.279
H 0.430 -1.198 1.045
C 0.747 0.965 0.457
H -0.816 2.326 -0.036
H 1.641 0.100 -1.295
C 1.635 0.125 -0.250



# 6
11
Properties=species:S:1:pos:R:3 method="wB97M-V/def2-TZVPD" homo_lumo_gap_ha=0.3607 fmax_ev_per_a=5.1 e_tot_ev=-5724.479 total_charge=+1 smiles="C=C=C[NH+]=C" relative_energy_ev=2.322
H 1.688 -0.474 -2.614
H 1.018 1.036 0.878
C 1.029 -0.539 -0.721
H -1.381 1.950 1.669
C 1.611 -1.015 -1.775
H 2.032 -2.106 -1.966
H -2.780 0.603 1.629
N -0.924 0.218 0.731
C 0.645 0.124 0.353
C -1.782 0.940 1.366
H -1.157 -0.739 0.448



# 7
12
Properties=species:S:1:pos:R:3 method="wB97M-V/def2-TZVPD" homo_lumo_gap_ha="0.1163 / 0.3370" multiplicity=2 fmax_ev_per_a=1.0 e_tot_ev=-7224.190 total_charge=-1 s2=0.750 relative_energy_ev=0.000
H -1.668 -2.048 -0.212
H -0.343 2.250 1.317
C 0.534 1.878 0.785
H 2.079 -0.402 -0.546
C 1.001 -0.376 -0.448
N 0.286 -1.524 -0.732
H 1.413 1.821 1.423
N -1.019 -0.041 0.251
C -0.932 -1.269 -0.306
H -1.859 0.363 0.663
C 0.213 0.558 0.168
H 0.719 2.603 -0.012



# 8
12
Properties=species:S:1:pos:R:3 method="wB97M-V/def2-TZVPD" homo_lumo_gap_ha=0.3521 fmax_ev_per_a=0.8 e_tot_ev=-7225.543 total_charge=0 smiles=Cc1c[nH]cn1 relative_energy_ev=0.048
C -0.345 -1.274 1.704
N 0.776 0.929 -0.989
H -1.232 -0.975 2.251
C -0.489 0.607 -1.325
H -1.018 0.944 -2.209
H 1.998 0.377 0.693
H 0.508 -1.258 2.367
H 1.362 1.632 -1.404
C 1.031 0.329 0.225
C -0.096 -0.366 0.543
H -0.595 -2.276 1.335
N -1.044 -0.182 -0.445